# C26H53BeBrCaCl4CsFO8P

A structure of composition C26H53BeBrCaCl4CsFO8P at a distorted geometry (the ωB97M-V functional and the def2-TZVPD basis, the Open Molecules 2025 dataset).

```
97
Properties=species:S:1:pos:R:3:forces:R:3:lowdin_charge:R:1
P 0.4609 -0.0045 -2.1960 -0.1898 -1.2081 0.8982 0.4545
H -3.2943 3.1250 3.5007 -0.0848 -0.9588 -1.4017 0.0654
H -1.6262 -0.4016 3.5376 -0.6570 0.7915 -0.7570 0.0840
H -1.2978 4.5016 2.0169 -1.1715 -0.2902 -1.3703 -0.0102
H -1.7092 0.3778 -3.4330 0.2847 -1.0608 0.6007 0.0794
H 3.4925 -8.4732 6.1718 -0.1106 0.0564 0.0260 0.0369
C -1.3836 -7.4030 2.8274 1.4820 -0.1542 -5.8478 -1.8301
H -3.4552 3.3211 0.0412 1.1123 1.0649 0.1533 0.1094
H 4.1442 5.7142 -0.8361 -0.8768 -1.0920 0.2366 0.1214
Cl -1.4042 3.9745 3.8626 5.3775 0.6698 5.1577 0.8117
Ca 3.7357 6.0524 2.5696 1.5588 0.2946 1.2722 1.4445
Cl -0.4310 -6.5086 1.6370 -0.0635 -0.1992 0.0003 0.5919
H 0.3083 4.4855 -1.7652 -0.4903 0.2844 1.3307 0.1271
H -3.6683 -0.9007 1.5257 1.3602 0.3742 -0.0898 0.1084
H 0.6351 4.3009 1.3830 0.1868 -0.2327 -1.1822 0.0948
C -2.1711 -2.9945 -8.0548 -0.1251 0.5051 -0.0522 -0.0199
H -0.9128 1.7885 1.9091 -0.9348 -0.2707 0.6874 0.1022
H 3.8176 3.3389 1.1859 0.5861 0.4634 -1.1085 0.1129
H -3.3047 0.3229 3.4291 1.3441 -0.0630 -0.6331 0.1201
H -1.2090 1.9576 3.6814 -0.5663 -1.2874 -1.3648 0.0284
H -0.3156 -3.4332 2.9575 -0.0787 -0.8954 -0.4143 0.0819
H 5.2737 3.2529 -1.6390 -0.4491 -0.5522 1.3761 0.1221
C -2.3063 0.2187 2.8787 -0.1928 0.1441 -0.1734 -0.1707
H 7.2430 2.1541 -0.9752 -0.7457 0.1326 1.1558 0.1187
H 7.0321 3.2224 0.5066 -0.5456 -0.9530 -0.9577 0.0998
H -1.1956 0.2517 0.0097 -1.2442 0.1353 0.0581 0.0685
H 1.4747 3.2311 0.1721 -0.6640 1.3108 0.0486 0.1297
C -2.5720 -0.5821 1.5199 -0.6778 0.1097 0.4378 -0.1761
H 5.9174 -0.2822 -0.7689 0.6595 -0.1850 1.0547 0.0728
O -3.0871 -2.6889 -5.8320 -0.0686 -0.3142 0.5920 0.0829
C -2.1461 -4.7299 -6.2219 0.3476 -0.5480 -0.0748 -0.1049
H -1.0756 -2.8577 -6.2055 -0.0603 -0.0942 0.0605 0.1542
H -2.9803 5.0597 -0.2267 0.6695 -1.0895 0.3162 0.1064
C -1.3449 3.5483 -0.6347 -0.1117 0.3199 -0.5727 -0.2051
H 0.2127 1.2209 -1.4653 -0.0761 -0.1437 -1.0553 -0.1427
O -5.5795 -7.9112 4.4722 0.0779 0.1534 0.6565 -0.3167
C -0.3553 -3.0063 4.6266 0.0326 1.1820 1.9403 -0.8395
H -0.9381 2.5560 -0.2702 -0.7426 1.1578 -0.1897 0.0619
O 2.5997 -8.8327 6.1198 0.0840 -0.1130 -0.0875 -0.0613
H 2.5464 5.5017 1.3669 -2.0594 -0.5349 -2.5978 -0.0932
C -0.1384 4.5791 -0.7156 0.3803 -0.8049 -0.5959 -0.2362
C 6.5434 -0.3106 0.1710 -0.1926 0.1358 1.0024 -0.1148
C -3.0826 -0.4435 -1.0694 0.9740 0.4039 0.6539 -0.1799
H 4.4946 1.8424 -0.7129 0.5186 1.2451 0.0395 0.1250
O -2.6568 -4.6815 -4.8931 -0.2855 0.4496 0.1024 0.0712
C -1.7107 1.6823 2.7052 -1.1665 -0.1333 0.4645 -0.2438
H 2.7330 -9.7529 5.8656 -0.0489 0.0638 0.0408 0.0340
H -3.0158 5.0561 2.1317 0.8389 -1.0737 -0.5816 0.1143
H -0.5460 5.6397 -0.6315 0.7191 -1.4536 0.1553 -0.1087
H -1.9748 -1.5552 1.5796 -0.6325 1.4006 -0.4449 0.1158
H -3.9234 -1.0622 -0.6394 0.8642 0.5993 -0.6690 0.1087
Br 1.8818 0.5925 -3.8586 -0.6110 0.3511 0.1545 0.0875
C -3.3425 -3.5117 -4.7781 -0.4528 0.0197 0.4098 -0.5454
C -2.6034 4.0693 0.1792 0.2387 -0.4418 0.1099 -0.1751
C 1.0270 4.2700 0.3206 0.0557 0.6598 0.6398 -0.1697
Cl -0.8196 -9.0765 2.9489 -0.0135 0.1090 0.1784 0.5596
H -2.6872 1.3083 0.2127 0.4727 -1.2770 0.4597 0.0658
H 5.2625 4.4369 0.8695 -0.8934 -0.4226 -0.6097 0.0680
F 0.0809 3.1832 4.9871 -2.4865 1.8624 -1.4876 -0.4724
C 5.1272 2.7784 -0.6107 0.8984 0.1279 0.3544 -0.1861
H -1.5228 -3.6384 -8.6524 0.0014 0.0070 0.1084 0.0921
H -4.9652 -7.9410 3.7436 0.1091 -0.1603 -0.4719 -0.2133
C 6.5732 2.3531 -0.0802 -0.0988 -0.0337 0.3811 -0.2227
H -1.9135 -1.9546 -8.2696 0.0352 -0.1108 -0.0192 0.0861
H 6.1275 -1.0670 0.9150 0.3751 0.8124 -1.2195 0.0819
H -2.8606 -5.2707 -6.8510 0.0227 0.1648 -0.0500 0.1446
O -0.4326 -4.0340 3.7201 -0.1155 -0.6064 -1.0864 -0.0337
Cs -1.8307 -7.0634 5.1560 -5.6614 0.3713 17.0083 1.6089
H 7.5978 -0.6615 -0.0632 -1.2959 0.6851 0.1014 0.0813
Be -0.7766 7.6787 -0.7301 -0.0902 0.6280 0.0117 0.3164
C -2.8867 2.8172 2.4840 0.4087 -0.8527 -0.4351 -0.2985
H 3.2120 4.3116 -1.5041 -0.0471 0.5641 1.3106 0.1321
H -2.8129 -1.9669 -2.6341 1.0123 0.8829 0.9307 0.0839
H 5.6407 1.2476 1.5991 0.9895 -0.4446 -0.8225 0.1033
C -2.1296 -1.3433 -1.9607 -0.8092 0.0625 -0.8381 -0.2461
C 3.4869 4.8274 -0.5334 0.8298 0.5278 0.7183 -0.2053
O -4.0739 -3.2445 -3.8731 0.3465 -0.1198 -0.4449 0.1466
Cl -3.1018 -7.3541 2.4125 0.3290 0.1254 -0.1687 0.5965
C 4.4125 3.8579 0.3531 -0.2133 -0.3751 -0.5848 -0.2478
H -3.5393 0.4043 -1.6859 0.5786 -1.3222 0.5333 0.1122
C 2.2160 5.3577 0.2688 0.0460 -1.1844 -1.2987 -0.2534
C 6.5369 1.1036 0.9120 0.7176 0.3503 -0.3211 -0.2602
C -2.3196 0.2401 0.1864 -0.2119 -0.9597 -0.5288 -0.2095
C -1.1944 -0.5130 -2.9628 -0.1798 0.0903 -0.7526 -0.4684
H 7.4717 1.1641 1.5674 -1.3160 -0.1204 -0.7673 0.1093
C -2.3521 4.2010 1.7551 -2.4349 0.0392 -0.8502 -0.3262
H -3.2066 -3.1319 -8.3757 0.0868 -0.1838 0.1074 0.0958
H -3.7633 2.3705 1.8983 1.2075 0.7831 0.5574 0.1251
H -1.1880 -5.2509 -6.2492 -0.1225 0.0045 0.1855 0.1429
H 1.8767 6.3307 -0.1974 0.2212 -0.8618 0.9971 0.0841
C -2.0189 -3.2764 -6.5753 0.2376 0.1485 -1.0201 -0.3457
H -1.2539 -6.9270 3.8052 4.0822 0.4149 -11.4335 -0.5452
O -0.1857 -1.8931 4.0575 -0.0138 -0.0989 0.2331 -0.0783
H -1.7003 3.3675 -1.7029 0.4464 0.1569 1.3129 0.1250
O -0.4606 -3.3031 5.8282 -0.0573 -0.1719 -0.6712 -0.0369
H -1.5124 -2.0970 -1.3792 -0.6812 1.0765 -0.3861 0.1171
H -0.9294 -1.2139 -3.8285 -0.0886 0.9798 1.1680 0.0666
```
Forces are in eV/Å.

## Properties
HOMO level (eV): -7.9
Spin multiplicity: 1
Largest force on an atom (hartree/bohr): 0.3487
Molar mass (g/mol): 947.38
HOMO-LUMO gap (eV): 0.8
Net charge: +1
E (Eh): -7191.7976